1.
Molecular formula: C25H35FN5O7Se2Y
Method: DFT, the ωB97M-V functional and the def2-TZVPD basis

Results
**Molar mass**: 783.4 g/mol
**LUMO level**: -0.42 eV
**E_HOMO**: -7.2 eV
**Gap between HOMO and LUMO**: 6.7 eV
**Electronic energy**: -6715.4756 Ha

Each line ends with the Löwdin charge.
Cartesian coordinates (Å):
Y: -1.314 -1.115 -0.915  1.116
C: 4.420 4.005 0.234  -0.046
C: 4.734 3.016 -0.873  -0.299
C: 5.995 2.221 -0.570  -0.145
C: 6.367 1.365 -1.766  -0.128
C: 5.196 0.521 -2.191  -0.131
C: 5.389 -0.647 -2.892  0.060
C: 4.309 -1.449 -3.245  -0.247
F: 4.561 -2.579 -3.923  0.081
C: 3.027 -1.129 -2.905  0.083
C: 2.806 0.061 -2.201  -0.037
C: 1.434 0.393 -1.818  -0.289
O: 0.508 -0.358 -2.199  -0.140
C: 1.275 1.561 -1.022  -0.015
C: 2.374 2.337 -0.754  0.038
N: 3.623 2.061 -1.128  0.038
C: 3.880 0.886 -1.847  -0.062
C: -0.033 2.011 -0.444  -0.566
O: -0.096 3.155 0.059  -0.028
O: -0.997 1.187 -0.464  -0.164
H: 5.312 4.607 0.408  0.089
H: 4.171 3.492 1.164  0.101
H: 3.614 4.692 -0.018  0.083
H: 4.890 3.564 -1.809  0.161
H: 5.822 1.601 0.314  0.139
H: 6.798 2.918 -0.328  0.123
H: 7.215 0.717 -1.537  0.124
H: 6.680 2.011 -2.592  0.129
H: 6.388 -0.969 -3.160  0.135
H: 2.193 -1.774 -3.144  0.127
H: 2.211 3.242 -0.192  0.125
N: -3.254 0.365 -1.788  0.022
C: -4.286 -0.222 -0.910  -0.330
C: -5.627 0.484 -0.898  -0.146
C: -5.560 1.914 -0.367  -0.182
C: -5.302 2.062 1.139  -0.154
N: -3.982 1.700 1.659  0.087
C: -2.883 2.443 1.545  -0.464
N: -1.786 2.130 2.238  0.179
N: -2.863 3.551 0.796  0.215
C: -4.335 -1.721 -1.267  -0.613
O: -5.386 -2.292 -1.465  0.079
O: -3.142 -2.223 -1.316  -0.206
H: -2.980 1.301 -1.512  0.066
H: -3.570 0.374 -2.752  0.115
H: -3.867 -0.201 0.103  0.076
H: -6.322 -0.105 -0.293  0.127
H: -6.041 0.475 -1.909  0.126
H: -6.519 2.407 -0.546  0.117
H: -4.834 2.493 -0.948  0.093
H: -6.014 1.438 1.680  0.131
H: -5.507 3.091 1.447  0.122
H: -3.866 0.824 2.156  0.101
H: -1.678 1.159 2.533  -0.041
H: -0.944 2.553 1.865  0.093
H: -3.648 3.720 0.194  0.094
H: -1.934 3.761 0.430  0.092
O: 2.058 -3.869 1.925  -0.093
C: 0.961 -3.083 2.355  -0.285
C: -0.391 -3.764 2.120  -0.569
C: -0.405 -5.015 3.018  -0.225
O: -1.544 -5.850 2.851  -0.049
C: -1.524 -2.850 2.619  -0.513
Se: -1.686 -1.051 1.844  0.661
C: -0.593 -4.239 0.659  -0.501
Se: 0.347 -3.270 -0.789  0.556
H: 2.063 -3.808 0.956  0.003
H: 0.963 -2.108 1.863  0.065
H: 1.095 -2.916 3.428  0.129
H: -0.304 -4.712 4.068  0.126
H: 0.456 -5.630 2.761  0.128
H: -2.327 -5.364 3.127  0.077
H: -1.405 -2.692 3.692  0.060
H: -2.485 -3.339 2.457  0.055
H: -1.656 -4.260 0.421  0.059
H: -0.244 -5.266 0.575  0.059

***

2.
Molecular formula: C25H35MoN6O2
Method: DFT, the ωB97M-V functional and the def2-TZVPD basis

Results
**Molar mass**: 547.5 g/mol
**2S+1**: 3
**LUMO level (alpha / beta)**: 2.71 / 2.70 eV
**Total charge**: -1
**E_HOMO (alpha / beta)**: -1.2 / -2.4 eV
**Gap between HOMO and LUMO (alpha / beta)**: 3.9 / 5.1 eV
**ΔE to the lowest compared entry with this formula, charge and spin**: 217.4 kJ/mol
**Electronic energy**: -1520.7494 Ha

Each line ends with the Löwdin spin population.
Cartesian coordinates (Å):
Mo: 0.395 0.259 0.598  0.685
N: 3.036 1.671 2.963  0.001
C: 2.473 0.813 4.005  0.001
C: 2.313 -0.621 3.526  0.001
N: 1.247 -0.937 2.549  0.010
C: 1.710 -2.078 1.751  0.005
C: 2.776 -1.593 0.732  0.002
N: 2.653 -0.147 0.408  0.003
C: -0.024 -1.089 3.278  0.001
C: -1.320 -1.186 2.472  0.000
N: -1.603 -0.030 1.604  -0.003
H: 3.477 2.479 3.383  0.000
H: 2.243 2.016 2.421  0.001
H: 1.529 1.199 4.400  0.000
H: 3.185 0.767 4.836  0.000
H: 2.163 -1.273 4.402  0.000
H: 3.267 -0.911 3.084  0.000
H: 0.864 -2.466 1.186  0.005
H: 2.142 -2.867 2.391  0.001
H: 2.612 -2.146 -0.194  0.002
H: 3.788 -1.815 1.088  0.000
H: 3.049 0.023 -0.509  0.001
H: 3.167 0.412 1.088  0.001
H: -0.087 -0.214 3.930  0.000
H: 0.019 -1.980 3.930  0.000
H: -2.119 -1.357 3.209  -0.001
H: -1.285 -2.057 1.826  0.001
H: -1.913 0.785 2.127  0.000
H: -2.320 -0.279 0.928  -0.001
C: -0.626 3.389 3.435  0.020
C: -0.420 2.730 2.092  0.119
O: 0.392 1.680 2.143  0.069
C: -1.056 3.204 0.982  -0.005
C: -0.968 2.795 -0.393  0.171
C: -1.490 3.713 -1.455  0.031
N: -0.380 1.658 -0.752  -0.033
N: -0.254 1.465 -2.077  0.064
C: 0.282 0.301 -2.395  0.184
O: 0.632 -0.622 -1.405  0.032
C: 0.575 -0.085 -3.730  0.050
C: 0.354 0.802 -4.815  0.077
C: 0.634 0.417 -6.108  0.004
C: 1.140 -0.853 -6.394  0.110
C: 1.349 -1.737 -5.336  0.006
C: 1.074 -1.374 -4.033  0.077
H: -1.355 2.845 4.047  0.008
H: -0.976 4.418 3.339  0.000
H: 0.317 3.389 3.987  0.003
H: -1.656 4.093 1.146  -0.005
H: -1.951 4.592 -1.002  0.000
H: -2.221 3.206 -2.091  0.009
H: -0.690 4.037 -2.127  0.009
H: -0.038 1.788 -4.603  0.008
H: 0.455 1.118 -6.917  -0.003
H: 1.355 -1.147 -7.413  0.009
H: 1.726 -2.735 -5.536  -0.003
H: 1.219 -2.079 -3.225  0.007
C: -0.318 -1.356 -0.507  0.131
C: -1.609 -1.744 -1.031  0.033
C: -2.308 -1.200 -2.142  0.030
C: -3.570 -1.642 -2.495  0.002
C: -4.233 -2.627 -1.769  0.032
C: -3.573 -3.187 -0.683  0.001
C: -2.297 -2.775 -0.342  0.026
H: -1.867 -0.409 -2.725  0.005
H: -4.055 -1.190 -3.355  0.000
H: -5.224 -2.960 -2.053  0.003
H: -4.041 -3.984 -0.113  -0.001
H: -1.766 -3.309 0.437  0.002

***

3.
Molecular formula: C25H35N2O3
Method: DFT, the ωB97M-V functional and the def2-TZVPD basis

Results
**SMILES**: CCN(CC)CCOc1ccc2c(c1)C(=O)c1cc(OCC[NH+](CC)CC)ccc1-2
**Molar mass**: 411.6 g/mol
**LUMO level**: -2.94 eV
**Total charge**: +1
**E_HOMO**: -9.7 eV
**Gap between HOMO and LUMO**: 6.7 eV
**ΔE to the lowest compared entry with this formula, charge and spin**: 223.8 kJ/mol
**Electronic energy**: -1308.6132 Ha

Each line ends with the Löwdin charge.
Cartesian coordinates (Å):
C: -3.021 6.036 2.220  -0.073
C: -2.073 6.179 3.410  -0.243
N: -1.031 5.166 3.356  -0.200
C: 0.278 5.638 2.961  -0.248
C: 1.048 6.413 4.037  -0.079
C: -1.042 4.197 4.420  -0.181
C: -2.243 3.244 4.284  -0.156
O: -2.348 2.679 2.994  -0.032
C: -1.467 1.761 2.565  -0.240
C: -0.527 1.101 3.357  0.009
C: 0.317 0.133 2.823  0.009
C: 0.225 -0.178 1.483  -0.124
C: -0.725 0.487 0.676  -0.084
C: -1.564 1.441 1.197  0.107
C: -0.639 -0.025 -0.710  -0.275
O: -1.319 0.244 -1.673  0.132
C: 0.466 -1.023 -0.661  -0.075
C: 0.970 -1.793 -1.684  0.066
C: 1.975 -2.709 -1.383  -0.239
O: 2.485 -3.478 -2.438  -0.089
C: 2.429 -4.878 -2.293  -0.147
C: 1.047 -5.380 -2.779  -0.064
N: 0.606 -4.528 -3.912  -0.122
C: -0.795 -4.047 -3.749  -0.170
C: -1.171 -2.949 -4.732  -0.052
C: 0.826 -5.147 -5.244  -0.162
C: 2.288 -5.441 -5.532  -0.047
C: 2.472 -2.817 -0.092  0.010
C: 1.972 -2.023 0.933  0.020
C: 0.957 -1.125 0.653  -0.098
H: -3.454 5.040 2.201  0.060
H: -3.820 6.771 2.284  0.071
H: -2.479 6.189 1.291  0.072
H: -1.631 7.181 3.396  0.111
H: -2.637 6.086 4.344  0.115
H: 0.867 4.768 2.651  0.114
H: 0.141 6.272 2.083  0.116
H: 1.260 5.778 4.894  0.065
H: 0.475 7.271 4.378  0.067
H: 1.991 6.769 3.630  0.071
H: -0.116 3.622 4.354  0.112
H: -1.098 4.647 5.427  0.130
H: -3.176 3.799 4.407  0.125
H: -2.197 2.468 5.058  0.125
H: -0.447 1.324 4.409  0.110
H: 1.031 -0.363 3.463  0.118
H: -2.290 1.952 0.585  0.140
H: 0.609 -1.656 -2.692  0.117
H: 2.587 -5.194 -1.259  0.132
H: 3.236 -5.278 -2.909  0.127
H: 1.092 -6.427 -3.078  0.142
H: 0.326 -5.284 -1.966  0.138
H: 1.236 -3.696 -3.823  0.161
H: -1.464 -4.904 -3.856  0.143
H: -0.890 -3.653 -2.734  0.124
H: -0.399 -2.184 -4.788  0.086
H: -1.366 -3.328 -5.731  0.079
H: -2.080 -2.466 -4.383  0.097
H: 0.230 -6.061 -5.293  0.144
H: 0.455 -4.451 -5.996  0.123
H: 2.901 -4.556 -5.382  0.094
H: 2.674 -6.253 -4.923  0.078
H: 2.384 -5.740 -6.572  0.095
H: 3.272 -3.512 0.116  0.124
H: 2.380 -2.112 1.927  0.121